A structure of composition C21H18BaN8S3, computed with ωB97M-V with the def2-TZVPD basis set.

Element x y z (Å)
Ba 0.256 0.059 -1.019
N -4.491 0.417 -2.205
C -3.409 1.021 -1.732
N -2.373 0.194 -1.785
C -2.929 -0.942 -2.320
N -4.207 -0.841 -2.584
C -2.194 -2.196 -2.608
C -2.869 -3.279 -3.165
N -2.253 -4.419 -3.446
C -0.954 -4.476 -3.177
C -0.275 -3.401 -2.626
N -0.887 -2.252 -2.331
H -5.430 0.775 -2.301
H -3.412 2.036 -1.370
H -3.927 -3.207 -3.382
H -0.435 -5.398 -3.406
H 0.787 -3.474 -2.424
C 3.564 -2.262 -1.150
C 3.870 -0.891 -0.640
N 2.969 0.061 -0.539
C 3.543 1.217 -0.027
C 4.870 1.116 0.237
S 5.428 -0.445 -0.144
C 2.730 2.435 0.166
C 3.171 3.591 0.728
S 1.941 4.764 0.696
C 0.900 3.672 -0.067
N 1.418 2.481 -0.279
C -0.502 4.028 -0.446
H 2.515 -2.313 -1.448
H 3.736 -3.024 -0.390
H 4.166 -2.515 -2.022
H 5.535 1.872 0.618
H 4.141 3.805 1.145
H -0.694 5.096 -0.360
H -1.220 3.519 0.203
H -0.689 3.752 -1.486
S -0.872 -2.603 3.442
C -0.420 -2.284 1.829
N -0.374 -1.037 1.457
C -0.683 -0.215 2.546
C -0.688 1.183 2.533
C -1.008 1.852 3.693
C -1.318 1.149 4.870
C -1.300 -0.227 4.902
C -0.977 -0.902 3.722
H -0.220 -3.107 1.154
H -0.411 1.748 1.649
H -1.013 2.933 3.709
H -1.569 1.698 5.766
H -1.534 -0.762 5.812

Energy above the lowest of the compared OMol25 structures with the same formula, charge and spin, eV: 0.000
HOMO-LUMO gap, eV: 8.431
HOMO level, eV: -13.92
Energy, eV: -67179.97161
Net charge: +2


A structure of composition C21H18Br27N2O2, computed with ωB97M-V with the def2-TZVPD basis set.

Element x y z (Å)
O 1.284 1.897 -1.180
C 1.144 0.729 -1.452
O 1.557 -0.320 -0.685
N 2.329 -1.233 -1.439
C 1.569 -2.352 -1.735
C 1.708 -3.212 -2.935
C 0.822 -4.322 -3.121
N -0.196 -4.814 -2.333
C -0.298 -3.994 -1.237
C 0.442 -2.825 -0.866
C 0.373 0.385 -2.780
C -0.960 -0.237 -2.578
C -1.740 -0.629 -3.749
C -1.168 -0.384 -5.072
C 0.137 0.220 -5.296
C 0.935 0.624 -4.098
H 2.498 -2.992 -3.688
H 0.971 -4.901 -4.075
H -1.105 -4.305 -0.515
H 0.172 -2.260 0.078
H -1.309 -0.420 -1.549
H -2.731 -1.108 -3.578
H -1.752 -0.682 -5.954
H 0.563 0.371 -6.310
H 1.977 1.088 -4.148
C 2.196 -2.110 3.269
Br 0.648 -2.593 4.333
Br 1.830 -2.214 1.374
Br 2.895 -0.369 3.748
H 2.972 -2.836 3.492
C -5.278 -0.210 -6.037
Br -5.236 -1.702 -7.269
Br -6.026 -0.710 -4.326
Br -3.529 0.602 -5.837
H -5.936 0.538 -6.467
C -5.057 0.420 -0.820
Br -6.066 -1.232 -0.924
Br -5.051 1.138 0.978
Br -3.258 0.213 -1.525
H -5.567 1.143 -1.449
C -5.948 1.193 5.151
Br -4.672 2.580 4.723
Br -5.139 -0.235 6.174
Br -7.518 1.907 6.030
H -6.278 0.763 4.210
C -0.458 3.741 3.336
Br 0.272 1.956 3.281
Br -2.126 3.875 2.366
Br -0.629 4.389 5.153
H 0.254 4.389 2.827
C 2.827 5.216 0.597
Br 4.105 6.604 0.165
Br 3.641 3.764 1.571
Br 1.280 5.935 1.516
H 2.475 4.803 -0.344
C 3.466 2.187 6.954
Br 2.705 3.417 8.239
Br 3.566 2.960 5.189
Br 5.180 1.505 7.539
H 2.791 1.339 6.888
C 2.030 -3.333 7.737
Br 2.628 -1.497 7.659
Br 3.309 -4.536 6.928
Br 1.583 -3.867 9.542
H 1.119 -3.396 7.151
C 4.528 -0.061 -6.676
Br 5.737 1.419 -6.998
Br 5.361 -1.454 -5.627
Br 2.860 0.527 -5.883
H 4.291 -0.491 -7.643

HOMO-LUMO gap, eV: 5.564
HOMO level, eV: -4.26
Energy, eV: -1920283.53290
Net charge: -1